# 1
The following is a quantum chemistry calculation of an isolated ion of composition C9H20NO2 and charge +1 at a distorted geometry, from OMol25.

Geometry (Å):
1 O -0.702 -2.914 -0.288
2 O 0.838 -1.275 1.752
3 C 0.098 -3.356 0.614
4 C 0.856 -4.631 0.272
5 C 0.261 -2.567 1.903
6 C 1.176 2.672 -1.923
7 C 0.014 -0.156 1.391
8 C -0.008 2.575 0.566
9 C -2.056 1.444 -0.436
10 C -0.120 1.761 -1.853
11 C 0.098 0.265 -0.062
12 N -0.626 1.492 -0.364
13 H 1.610 -4.818 1.029
14 H 0.129 -5.494 0.170
15 H 1.310 -4.527 -0.712
16 H 0.816 -3.010 2.708
17 H -0.704 -2.558 2.380
18 H 1.015 3.618 -1.541
19 H 1.487 2.994 -2.961
20 H 2.016 2.201 -1.429
21 H -1.073 -0.428 1.514
22 H 0.296 0.677 2.032
23 H 1.108 2.501 0.761
24 H -0.472 2.567 1.518
25 H -0.094 3.630 0.189
26 H -2.359 2.384 -0.316
27 H -2.469 0.847 0.483
28 H -2.354 0.976 -1.394
29 H -0.808 2.448 -2.484
30 H -0.092 0.814 -2.412
31 H 1.108 0.430 -0.423
32 H -0.300 -0.563 -0.683

Computed properties:
F_max: 5.2 eV Å⁻¹
E_HOMO: -0.4677 Eh
Orbital gap: 10.3 eV
Electronic energy: -559.809365 a.u.
2S+1: 1
SMILES: CC[N+](C)(C)CCOCC(C)=O
Total charge: +1
Relative energy (zero: lowest compared OMol25 entry of this formula, charge and spin): 2.022 eV

Results of the natural (NBO) charge analysis, in e, for atoms 1 through 4: atom 1 (O): -0.58, atom 2 (O): -0.51, atom 3 (C): 0.57, atom 4 (C): -0.72


# 2
The following is a quantum chemistry calculation of a 2-piece molecular cluster, C9H20NOS overall at a distorted geometry, from OMol25.

Geometry (Å):
1 C 1.264 -4.238 0.374
2 C 2.287 -3.078 0.238
3 C -0.005 -2.132 0.085
4 C -1.250 -1.526 0.418
5 C -1.999 2.670 -1.028
6 C 0.110 2.440 -2.464
7 C 0.477 2.531 2.371
8 C 0.171 2.279 -0.043
9 C -0.500 2.900 -1.204
10 N -0.142 -3.611 0.502
11 O 0.019 2.891 1.077
12 S 1.473 -1.583 1.019
13 H 1.379 -4.944 -0.482
14 H 1.692 -4.809 1.245
15 H 3.313 -3.421 0.535
16 H 2.425 -2.594 -0.724
17 H -0.949 -0.449 0.673
18 H -1.739 -1.951 1.296
19 H -2.087 -1.425 -0.400
20 H -2.250 1.594 -1.123
21 H -2.311 3.160 -0.078
22 H -2.611 3.281 -1.792
23 H 0.708 1.553 -2.362
24 H 0.763 3.162 -3.009
25 H -0.680 2.274 -3.198
26 H 0.114 3.306 3.060
27 H 1.549 2.180 2.336
28 H -0.258 1.691 2.676
29 H 0.736 1.317 -0.083
30 H -0.389 4.089 -1.130
31 H -0.766 -3.950 -0.219
32 H -0.545 -3.606 1.434

Computed properties:
F_max: 4.1 eV Å⁻¹
E_HOMO: -0.3346 Eh
Orbital gap: 4.0 eV
Electronic energy: -882.645469 a.u.
2S+1: 1
Total charge: +1
Relative energy (zero: lowest compared OMol25 entry of this formula, charge and spin): 4.499 eV

Results of the natural (NBO) charge analysis, in e, for atoms 1 through 4: atom 1 (C): -0.25, atom 2 (C): -0.51, atom 3 (C): -0.39, atom 4 (C): -0.67


# 3
The following is a quantum chemistry calculation of one molecule with the formula C9H20OSi at a distorted geometry, from OMol25.

Geometry (Å):
1 C -0.764 2.587 1.493
2 C -0.147 1.435 1.729
3 C -2.504 0.831 -1.358
4 C 2.547 -0.973 -1.979
5 C 2.088 0.127 1.864
6 C -1.866 -1.756 1.201
7 C -0.952 0.633 -1.572
8 C 1.308 -1.648 -1.401
9 C 1.082 0.884 0.971
10 O -0.841 -1.648 0.300
11 Si 0.076 -0.543 -0.425
12 H -1.798 2.774 1.864
13 H -0.530 3.191 0.546
14 H -0.624 0.753 2.487
15 H -2.603 1.292 -0.441
16 H -3.139 1.211 -2.194
17 H -2.909 -0.239 -1.320
18 H 3.325 -1.686 -2.091
19 H 2.448 -0.589 -2.954
20 H 2.780 -0.119 -1.243
21 H 1.483 -0.652 2.295
22 H 2.892 -0.357 1.353
23 H 2.131 0.924 2.697
24 H -2.132 -0.791 1.890
25 H -1.323 -2.366 1.916
26 H -2.791 -2.261 0.942
27 H -0.338 1.639 -1.456
28 H -0.761 0.242 -2.513
29 H 1.552 -2.632 -0.896
30 H 0.707 -1.936 -2.166
31 H 1.604 1.674 0.461

Computed properties:
F_max: 4.4 eV Å⁻¹
E_HOMO: -0.3041 Eh
Orbital gap: 9.2 eV
Electronic energy: -719.560106 a.u.
2S+1: 1
SMILES: C=C[C@@H](C)[Si](CC)(CC)OC
Total charge: 0
Relative energy (zero: lowest compared OMol25 entry of this formula, charge and spin): 2.853 eV

Results of the natural (NBO) charge analysis, in e, for atoms 1 through 4: atom 1 (C): -0.44, atom 2 (C): -0.20, atom 3 (C): -0.60, atom 4 (C): -0.61


# 4
The following is a quantum chemistry calculation of a 2-piece molecular cluster, C9H20Si overall at a distorted geometry, from OMol25.

Geometry (Å):
1 C -3.325 -0.073 -0.334
2 C -3.377 -0.975 0.569
3 C -3.107 -0.561 1.961
4 C -0.350 2.416 0.384
5 C 0.307 1.041 -1.412
6 C 3.584 -0.553 -0.445
7 C 1.683 -2.076 -0.503
8 C 0.785 1.513 -0.013
9 C 2.442 -1.142 0.373
10 Si 1.396 0.085 1.336
11 H -3.483 -0.204 -1.432
12 H -2.718 0.807 -0.135
13 H -4.108 -0.517 2.371
14 H -2.721 0.394 1.709
15 H -2.445 -1.155 2.572
16 H -1.243 1.780 0.246
17 H -0.429 2.692 1.405
18 H -0.547 3.294 -0.164
19 H 1.226 0.613 -1.773
20 H 0.116 1.877 -2.125
21 H -0.523 0.357 -1.459
22 H 3.212 -0.020 -1.334
23 H 4.083 0.218 0.129
24 H 4.339 -1.343 -0.713
25 H 1.536 -1.483 -1.451
26 H 0.680 -2.275 -0.154
27 H 2.093 -2.984 -0.840
28 H 1.702 2.044 -0.214
29 H 3.029 -1.767 1.097
30 H -3.837 -2.005 0.348

Computed properties:
F_max: 4.9 eV Å⁻¹
E_HOMO: -0.2884 Eh
Orbital gap: 7.3 eV
Electronic energy: -644.241060 a.u.
2S+1: 1
Total charge: 0
Relative energy (zero: lowest compared OMol25 entry of this formula, charge and spin): 4.624 eV

Results of the natural (NBO) charge analysis, in e, for atoms 1 through 4: atom 1 (C): -0.42, atom 2 (C): -0.15, atom 3 (C): -0.65, atom 4 (C): -0.61


# 5
The following is a quantum chemistry calculation of C9H21AgN4O6 as an isolated structure at a distorted geometry, from OMol25.

Geometry (Å):
1 Ag -0.356 -1.038 -1.333
2 N 1.237 -0.322 -4.044
3 O 1.536 -0.821 -2.924
4 O 1.989 -0.372 -4.999
5 O 0.106 0.238 -4.125
6 C -5.110 -1.507 -1.712
7 C -3.974 -1.177 -0.778
8 O -2.807 -1.343 -1.113
9 N -4.298 -0.624 0.408
10 C -3.314 -0.332 1.459
11 H -5.284 -2.567 -1.491
12 H -4.754 -1.569 -2.741
13 H -5.994 -0.878 -1.710
14 H -5.212 -0.266 0.623
15 H -3.457 0.600 2.002
16 H -2.379 -0.177 0.920
17 H -3.244 -1.158 2.162
18 C 0.713 2.563 -1.124
19 C 0.754 1.777 0.162
20 O 0.008 0.818 0.375
21 N 1.664 2.148 1.095
22 C 2.757 3.083 1.066
23 H 1.327 3.459 -1.117
24 H -0.317 2.885 -1.288
25 H 0.972 1.938 -1.981
26 H 1.629 1.506 1.877
27 H 2.545 4.010 1.596
28 H 3.127 3.211 0.048
29 H 3.660 2.663 1.521
30 C 3.588 -1.153 0.178
31 C 2.256 -1.648 0.724
32 O 1.518 -2.320 0.024
33 N 2.059 -1.328 2.020
34 C 0.873 -1.628 2.783
35 H 4.501 -1.644 0.520
36 H 3.808 -0.106 0.429
37 H 3.570 -1.170 -0.912
38 H 2.741 -0.699 2.403
39 H 0.715 -2.696 2.923
40 H -0.023 -1.211 2.313
41 H 0.868 -1.144 3.760

Computed properties:
F_max: 2.0 eV Å⁻¹
E_HOMO: -0.2883 Eh
Orbital gap: 8.1 eV
Electronic energy: -1172.870587 a.u.
2S+1: 1
Total charge: 0
Relative energy (zero: lowest compared OMol25 entry of this formula, charge and spin): 0.067 eV

Results of the natural (NBO) charge analysis, in e, for atoms 1 through 4: atom 1 (Ag): 0.93, atom 2 (N): 0.71, atom 3 (O): -0.64, atom 4 (O): -0.46


# 6
The following is a quantum chemistry calculation of C9H21AuN2O8P2SSe as an isolated structure, from OMol25.

Geometry (Å):
1 Au -1.146 0.094 0.081
2 C -0.036 -0.575 -4.181
3 C 1.010 -0.024 -3.229
4 O 2.088 0.461 -3.991
5 P 1.540 -1.259 -1.994
6 O 1.867 -2.570 -2.787
7 O 2.953 -0.779 -1.478
8 O 0.499 -1.411 -0.945
9 P 0.339 1.330 -2.182
10 O -0.013 2.516 -3.161
11 O 1.278 1.615 -1.074
12 O -1.104 0.913 -1.708
13 H 0.412 -1.335 -4.820
14 H -0.417 0.230 -4.810
15 H -0.857 -1.012 -3.616
16 H 2.852 0.635 -3.426
17 H 2.711 -3.007 -2.598
18 H 2.889 -0.010 -0.885
19 H 0.666 3.203 -3.232
20 C -1.845 -1.047 4.436
21 S -0.611 -0.845 3.174
22 C -0.021 0.790 3.570
23 O -1.516 -0.661 1.917
24 H -2.538 -0.209 4.400
25 H -1.325 -1.093 5.393
26 H -2.353 -1.991 4.250
27 H 0.417 0.750 4.568
28 H -0.851 1.493 3.539
29 H 0.755 1.055 2.854
30 C -3.142 -2.811 -2.599
31 N -3.492 -1.430 -2.942
32 C -3.690 -0.983 -4.209
33 C -3.916 0.363 -4.132
34 N -3.863 0.705 -2.820
35 C -3.994 2.072 -2.312
36 C -3.603 -0.394 -2.084
37 Se -3.510 -0.498 -0.231
38 H -3.624 -3.472 -3.314
39 H -3.492 -3.036 -1.597
40 H -2.060 -2.927 -2.645
41 H -3.667 -1.636 -5.063
42 H -4.122 1.078 -4.908
43 H -4.604 2.636 -3.012
44 H -3.002 2.510 -2.230
45 H -4.476 2.047 -1.339

Computed properties:
F_max: 0.5 eV Å⁻¹
E_HOMO: -0.5694 Eh
Orbital gap: 6.3 eV
Electronic energy: -4684.601285 a.u.
2S+1: 1
Total charge: +2
Relative energy (zero: lowest compared OMol25 entry of this formula, charge and spin): 0.232 eV

Results of the natural (NBO) charge analysis, in e, for atoms 1 through 4: atom 1 (Au): 1.26, atom 2 (C): -0.62, atom 3 (C): -0.48, atom 4 (O): -0.69